Entry 1:
Entry from OMol25: C2H7N3O2 in the gas phase in a non-equilibrium geometry (ωB97M-V/def2-TZVPD).

Properties
Total energy: -394.972183 hartree
Energy above the lowest of the compared OMol25 structures with the same formula, charge and spin: 146.1 kcal per mole
SMILES: CN/C(=N\O)NO
Total charge: 0
HOMO level: -0.3202 Ha
Molar mass: 105.1 g mol⁻¹

The geometry in XYZ format:
```
14
Properties=species:S:1:pos:R:3:lowdin_charge:R:1
C -1.08259 1.93054 0.22415 -0.098
N -1.32230 0.52243 -0.27863 -0.018
C -0.07695 -0.14339 -0.21804 -0.466
N 0.57608 -0.39038 0.82667 -0.052
O 0.06893 -0.12641 2.00960 -0.081
N 0.32714 -0.83946 -1.33124 0.006
O 1.64892 -1.26347 -1.23747 -0.021
H -0.53389 1.76611 1.25935 0.102
H -0.73344 2.59523 -0.73418 0.118
H -2.19658 2.35580 0.46198 0.105
H -1.75042 0.46759 -1.14340 0.076
H -0.94282 -0.43944 1.96118 0.175
H 0.32780 -0.26290 -2.14511 0.123
H 1.97739 -1.13438 -0.39120 0.030
```

=====

Entry 2:
Entry from OMol25: a gas-phase ion, C9H13N5 (charge +2) in a non-equilibrium geometry (ωB97M-V/def2-TZVPD).

Properties
Total energy: -623.873910 hartree
Energy above the lowest of the compared OMol25 structures with the same formula, charge and spin: 28.5 kcal per mole
SMILES: [NH2+]=CNC(=[NH2+])N/C=N/c1ccccc1
Total charge: +2
HOMO level: -0.5355 Ha
Molar mass: 191.2 g mol⁻¹

The geometry in XYZ format:
```
27
Properties=species:S:1:pos:R:3:lowdin_charge:R:1
N -0.17082 3.07724 1.71635 0.257
C 0.44410 2.04326 1.41659 -0.108
N 1.22511 1.29390 2.27212 0.151
C 2.13427 0.23241 2.08746 -0.296
N 3.14675 0.26178 2.94097 0.242
N 1.91385 -0.65791 1.14520 0.174
C 1.01369 -1.05059 0.15625 -0.103
N 0.05627 -0.32188 -0.26308 0.111
C -0.90426 -0.71721 -1.25140 -0.270
C -1.65863 -1.89328 -1.17438 -0.051
C -2.50599 -2.21988 -2.20286 -0.056
C -2.76407 -1.35650 -3.30063 -0.032
C -2.03636 -0.19209 -3.31375 -0.065
C -1.06517 0.10815 -2.35152 -0.037
H -0.33143 3.41852 2.73965 0.227
H -0.68309 3.62430 1.06533 0.157
H 0.59555 1.75324 0.34970 0.166
H 1.17637 1.59419 3.35392 0.242
H 3.84975 -0.52450 3.02505 0.194
H 3.19665 0.88570 3.75184 0.160
H 2.59833 -1.33347 1.28615 0.143
H 1.29864 -2.07912 -0.27209 0.193
H -1.60384 -2.60110 -0.37794 0.106
H -2.98666 -3.30166 -2.12708 0.163
H -3.33509 -1.64751 -4.12500 0.100
H -1.99725 0.51740 -4.15235 0.125
H -0.60665 1.08663 -2.39449 0.106
```

=====

Entry 3:
Entry from OMol25: 2 unconnected molecules or ions with the total composition C2H7N2O2 in a non-equilibrium geometry (ωB97M-V/def2-TZVPD).

Properties
Total energy: -339.875483 hartree
Energy above the lowest of the compared OMol25 structures with the same formula, charge and spin: 191.2 kcal per mole
Total charge: +1
HOMO level (spin up / spin down): -0.5338 / -0.5337 Ha
Molar mass: 91.1 g mol⁻¹

The geometry in XYZ format:
```
13
Properties=species:S:1:pos:R:3:lowdin_charge:R:1
C 1.88732 0.47123 -0.15594 -0.086
C 1.30325 -0.83308 0.04995 0.248
N -2.19424 -0.56059 -0.20783 -0.163
N -1.05881 -0.05406 -0.49018 0.002
O -3.17648 -0.06632 0.31502 0.068
O -0.85764 1.06841 0.24980 -0.037
H 2.33999 1.06531 0.71458 0.160
H 2.64938 0.68302 -0.97437 0.129
H 0.96385 1.05027 -0.30739 0.091
H 0.81030 -0.77155 1.09297 0.140
H 1.37553 -1.80190 -0.39262 0.105
H -2.25173 -1.55442 -0.44541 0.199
H -1.79073 1.30369 0.55142 0.143
```